Record 1
Computed, not measured: a molecular structure, C51H95N7NbO3 in a non-equilibrium geometry, with ωB97M-V/def2-TZVPD.

Values from the calculation:
* Kohn-Sham gap: 5.08 eV
* net charge: -1
* DFT total energy: -72543.61976 eV
* spin multiplicity: 1
* max |F|: 2.2 eV Å⁻¹
* LUMO energy: 0.059 Ha

Each line ends with the Löwdin charge.
Element x y z (Å)
C: -7.77 1.38 -0.47  -0.1725
O: -6.99 0.41 -1.11  -0.3031
C: -5.93 -0.08 -0.25  -0.3638
Nb: -3.82 0.49 -0.98  1.7454
C: -3.76 2.26 0.41  -0.2960
C: -3.01 -0.79 0.69  -0.3843
C: -1.66 -0.30 1.28  -0.3258
C: -1.41 -1.03 2.61  -0.2099
C: -0.09 -0.69 3.33  -0.2206
C: 1.09 -0.34 2.40  -0.2057
C: 2.22 0.33 3.23  -0.2210
C: 3.59 0.01 2.64  -0.2189
C: 4.67 1.04 3.10  -0.2014
C: 6.03 0.33 3.19  -0.2059
C: 7.28 1.22 3.09  -0.2054
C: 7.19 2.35 2.06  -0.1956
C: 8.54 3.04 1.87  -0.1338
N: 8.83 4.05 2.89  -0.1056
C: 10.07 4.56 3.03  -0.1288
C: 10.08 5.45 4.05  -0.1069
C: 8.76 5.49 4.54  -0.1134
C: 8.01 4.64 3.80  -0.1067
C: -1.72 0.89 -1.82  -0.3487
C: -1.15 -0.22 -2.73  -0.3119
C: -0.26 0.29 -3.91  -0.4324
C: -1.16 1.10 -4.85  -0.0972
C: 0.89 1.12 -3.31  -0.0945
C: -4.66 1.67 -2.78  -0.2805
O: -5.54 2.81 -2.42  -0.1449
C: -4.97 3.99 -2.69  -0.5610
C: -5.18 4.57 -4.09  0.0038
O: -4.32 4.63 -1.88  0.0781
H: -8.66 1.53 -1.08  0.0761
H: -8.05 1.07 0.54  0.0725
H: -7.25 2.35 -0.41  0.0719
H: -5.97 -1.17 -0.26  0.0026
H: -6.04 0.23 0.79  0.0355
H: -3.92 -1.06 -2.01  -0.0932
H: -3.80 1.94 1.46  -0.0280
H: -2.91 2.92 0.23  -0.0159
H: -4.67 2.85 0.23  -0.0285
H: -3.74 -0.71 1.50  0.0270
H: -2.93 -1.85 0.44  -0.0026
H: -1.67 0.78 1.40  0.0832
H: -0.89 -0.61 0.57  0.0792
H: -2.22 -0.72 3.28  0.0747
H: -1.55 -2.10 2.45  0.1085
H: 0.22 -1.57 3.88  0.0884
H: -0.19 0.11 4.06  0.0937
H: 0.81 0.38 1.64  0.1019
H: 1.45 -1.25 1.94  0.1137
H: 2.04 1.40 3.26  0.1164
H: 2.20 -0.11 4.23  0.0441
H: 3.91 -1.00 2.88  0.1050
H: 3.55 0.09 1.55  0.1123
H: 4.65 1.84 2.36  0.0984
H: 4.33 1.40 4.07  0.1059
H: 6.05 -0.48 2.46  0.1072
H: 6.07 -0.14 4.17  0.0895
H: 8.11 0.57 2.79  0.1051
H: 7.56 1.61 4.07  0.1109
H: 6.83 1.96 1.12  0.1231
H: 6.44 3.05 2.42  0.0883
H: 9.29 2.26 2.02  0.1156
H: 8.67 3.42 0.87  0.1218
H: 10.93 4.28 2.45  0.1158
H: 10.91 6.01 4.42  0.0879
H: 8.39 6.09 5.35  0.0899
H: 6.96 4.42 3.88  0.1122
H: -0.99 1.08 -1.02  0.0260
H: -1.82 1.83 -2.37  0.0208
H: -1.95 -0.80 -3.19  0.0413
H: -0.58 -0.92 -2.11  0.0913
H: 0.10 -0.61 -4.41  0.1152
H: -1.29 2.12 -4.50  0.0660
H: -0.82 1.07 -5.88  0.0496
H: -2.15 0.63 -4.84  0.0676
H: 0.52 2.09 -3.01  0.0701
H: 1.24 0.61 -2.41  0.0674
H: 1.69 1.20 -4.04  0.0363
H: -5.21 0.99 -3.43  0.0339
H: -3.86 2.09 -3.41  0.0279
H: -4.58 4.05 -4.82  0.0765
H: -6.24 4.53 -4.34  0.0779
H: -4.91 5.62 -4.05  0.0710
C: 3.53 -0.98 -7.04  -0.1036
C: 3.99 0.12 -7.99  -0.3002
C: 4.08 1.49 -7.32  -0.1930
C: 2.77 1.97 -6.87  -0.2208
N: 1.75 2.33 -6.50  0.1746
H: 2.52 -0.80 -6.67  0.0697
H: 3.52 -1.94 -7.56  0.0661
H: 4.20 -1.06 -6.19  0.0750
H: 3.31 0.18 -8.84  0.0983
H: 4.97 -0.13 -8.39  0.0749
H: 4.49 2.21 -8.03  0.1053
H: 4.76 1.45 -6.47  0.1194
C: 7.09 -2.24 -11.58  -0.1096
C: 5.66 -2.16 -12.12  -0.2615
C: 5.27 -0.75 -12.57  -0.1870
C: 5.26 0.20 -11.46  -0.2047
N: 5.24 0.95 -10.59  0.1761
H: 7.21 -1.63 -10.69  0.0712
H: 7.33 -3.27 -11.32  0.0717
H: 7.81 -1.91 -12.33  0.0752
H: 4.97 -2.51 -11.35  0.1111
H: 5.56 -2.83 -12.97  0.1068
H: 4.28 -0.77 -13.02  0.1188
H: 5.96 -0.39 -13.34  0.1200
C: 4.34 0.13 8.73  -0.1089
C: 4.61 -1.31 8.31  -0.2619
C: 4.43 -1.54 6.81  -0.1825
C: 3.05 -1.33 6.38  -0.2018
N: 1.97 -1.15 6.04  0.1830
H: 3.31 0.41 8.54  0.0732
H: 4.52 0.25 9.80  0.0700
H: 4.99 0.82 8.20  0.0759
H: 3.96 -1.98 8.87  0.1109
H: 5.64 -1.57 8.58  0.1062
H: 4.72 -2.56 6.55  0.1200
H: 5.09 -0.87 6.25  0.1040
C: -6.75 -4.65 -2.25  -0.1054
C: -5.37 -5.29 -2.11  -0.2634
C: -4.99 -5.57 -0.66  -0.1930
C: -4.86 -4.34 0.11  -0.2018
N: -4.78 -3.37 0.72  0.1932
H: -6.77 -3.67 -1.77  0.0722
H: -6.99 -4.51 -3.31  0.0684
H: -7.52 -5.27 -1.80  0.0699
H: -4.62 -4.65 -2.58  0.1104
H: -5.37 -6.24 -2.66  0.1006
H: -4.04 -6.11 -0.62  0.1119
H: -5.74 -6.21 -0.19  0.1074
C: -7.25 -2.83 3.71  -0.1043
C: -8.75 -2.91 3.52  -0.2617
C: -9.29 -4.35 3.58  -0.1996
C: -8.78 -5.18 2.49  -0.2327
N: -8.39 -5.84 1.64  0.1426
H: -6.72 -3.34 2.90  0.0554
H: -6.92 -1.79 3.70  0.0546
H: -6.94 -3.27 4.66  0.0732
H: -9.03 -2.45 2.57  0.1134
H: -9.25 -2.33 4.30  0.1041
H: -10.38 -4.33 3.53  0.1119
H: -9.02 -4.80 4.54  0.1154
C: -4.49 0.89 8.03  -0.1155
C: -3.39 0.08 7.36  -0.2628
C: -3.05 0.58 5.95  -0.1859
C: -4.17 0.43 5.02  -0.2289
N: -5.04 0.30 4.29  0.1746
H: -5.43 0.82 7.48  0.0711
H: -4.67 0.52 9.04  0.0664
H: -4.22 1.94 8.10  0.0736
H: -3.69 -0.97 7.31  0.1111
H: -2.49 0.13 7.97  0.1054
H: -2.20 0.02 5.56  0.1021
H: -2.75 1.63 5.99  0.1239

Record 2
Computed, not measured: a molecular structure, C62H55FGeO5P3Rb in a non-equilibrium geometry, with ωB97M-V/def2-TZVPD.

Values from the calculation:
* Kohn-Sham gap: 7.66 eV
* DFT total energy: -163183.34305 eV
* spin multiplicity: 1
* energy above the lowest of the compared OMol25 structures with the same formula, charge and spin: 110.6 kJ/mol
* max |F|: 1.2 eV Å⁻¹
* LUMO energy: 0.008 Ha

Each line ends with the Löwdin charge.
Element x y z (Å)
Rb: -0.29 1.36 -0.38  0.8824
F: -0.19 -4.39 -1.61  -0.2934
Ge: 0.07 -2.86 -0.68  0.9630
C: -1.46 -1.95 -1.57  -0.2782
C: -2.70 -2.46 -1.21  -0.1081
C: -3.84 -2.09 -1.89  -0.0645
C: -3.75 -1.20 -2.95  -0.0611
C: -2.51 -0.71 -3.34  -0.0847
C: -1.35 -1.08 -2.67  -0.4162
P: 0.32 -0.48 -3.13  1.0680
C: 0.96 -1.94 -4.04  -0.3901
C: 2.29 -1.87 -4.44  -0.1040
C: 2.85 -2.89 -5.20  -0.0843
C: 2.09 -4.00 -5.54  -0.0850
C: 0.77 -4.09 -5.12  -0.0725
C: 0.20 -3.06 -4.37  -0.0924
C: -0.07 0.61 -4.56  -0.3625
C: -0.11 1.98 -4.31  -0.0926
C: -0.45 2.87 -5.32  -0.0728
C: -0.74 2.40 -6.59  -0.0851
C: -0.68 1.03 -6.85  -0.0800
C: -0.35 0.14 -5.84  -0.0842
C: 2.03 -2.78 -0.96  -0.2639
C: 2.58 -3.82 -1.71  -0.1058
C: 3.96 -3.96 -1.81  -0.0703
C: 4.80 -3.07 -1.15  -0.0652
C: 4.25 -2.04 -0.41  -0.0880
C: 2.87 -1.88 -0.30  -0.3955
P: 2.17 -0.47 0.65  1.0419
C: 3.38 0.81 0.08  -0.3581
C: 4.34 1.43 0.87  -0.0756
C: 5.22 2.36 0.31  -0.0759
C: 5.15 2.67 -1.04  -0.0852
C: 4.19 2.06 -1.83  -0.0805
C: 3.32 1.14 -1.27  -0.1278
C: 2.78 -0.82 2.34  -0.3669
C: 3.27 -2.06 2.75  -0.0775
C: 3.68 -2.25 4.06  -0.0760
C: 3.60 -1.21 4.98  -0.0903
C: 3.09 0.02 4.59  -0.0928
C: 2.66 0.20 3.29  -0.1350
C: -0.35 -3.65 1.08  -0.2613
C: -0.03 -5.00 1.22  -0.0944
C: -0.29 -5.67 2.40  -0.0743
C: -0.90 -5.00 3.45  -0.0713
C: -1.23 -3.66 3.32  -0.1035
C: -0.94 -2.96 2.14  -0.3739
P: -1.26 -1.16 1.91  1.0924
C: -1.23 -0.64 3.68  -0.3673
C: -0.12 -0.95 4.46  -0.1062
C: -0.04 -0.55 5.79  -0.0769
C: -1.08 0.19 6.35  -0.0863
C: -2.17 0.54 5.57  -0.0796
C: -2.25 0.13 4.24  -0.0829
C: -3.09 -1.14 1.65  -0.3786
C: -3.59 -0.08 0.89  -0.1086
C: -4.95 0.03 0.65  -0.0728
C: -5.82 -0.91 1.16  -0.0860
C: -5.33 -1.97 1.91  -0.0742
C: -3.97 -2.08 2.16  -0.0752
H: -2.77 -3.17 -0.39  0.1071
H: -4.80 -2.49 -1.59  0.1100
H: -4.64 -0.90 -3.49  0.1086
H: -2.45 -0.03 -4.18  0.1038
H: 2.88 -1.01 -4.16  0.1071
H: 3.88 -2.83 -5.51  0.1049
H: 2.52 -4.80 -6.12  0.1014
H: 0.17 -4.96 -5.37  0.1073
H: -0.83 -3.14 -4.05  0.1071
H: 0.13 2.37 -3.33  0.0664
H: -0.48 3.93 -5.12  0.1069
H: -1.01 3.08 -7.39  0.1015
H: -0.90 0.65 -7.84  0.1032
H: -0.31 -0.92 -6.06  0.1060
H: 1.93 -4.51 -2.22  0.0975
H: 4.37 -4.76 -2.41  0.1069
H: 5.87 -3.18 -1.22  0.1052
H: 4.91 -1.34 0.10  0.1131
H: 4.43 1.20 1.92  0.0936
H: 5.96 2.83 0.94  0.1034
H: 5.83 3.39 -1.47  0.1016
H: 4.12 2.30 -2.88  0.1087
H: 2.58 0.66 -1.90  0.0482
H: 3.34 -2.88 2.05  0.1037
H: 4.06 -3.22 4.37  0.1042
H: 3.93 -1.36 6.00  0.1035
H: 3.00 0.82 5.31  0.1109
H: 2.22 1.15 2.98  0.1035
H: 0.42 -5.53 0.39  0.0999
H: -0.02 -6.72 2.51  0.1040
H: -1.13 -5.52 4.37  0.1049
H: -1.70 -3.15 4.15  0.1065
H: 0.69 -1.53 4.04  0.0967
H: 0.82 -0.81 6.38  0.1008
H: -1.03 0.50 7.38  0.1006
H: -2.98 1.12 5.99  0.1030
H: -3.10 0.41 3.64  0.1057
H: -2.91 0.65 0.48  0.0554
H: -5.32 0.86 0.05  0.1061
H: -6.89 -0.83 0.97  0.1021
H: -6.01 -2.72 2.30  0.1032
H: -3.60 -2.92 2.74  0.0968
C: -4.07 4.79 0.61  -0.0052
C: -2.62 4.38 0.82  -0.3607
O: -2.29 3.23 0.52  -0.0672
C: -1.69 5.36 1.34  -0.0930
C: -2.13 6.63 1.75  -0.0543
C: -1.27 7.61 2.17  -0.1090
C: 0.11 7.34 2.18  -0.0890
C: 0.58 6.12 1.80  -0.0135
C: -0.28 5.06 1.37  -0.3384
O: 0.22 3.94 1.02  -0.1739
H: -4.61 3.94 0.20  0.0757
H: -4.14 5.63 -0.07  0.0909
H: -4.53 5.07 1.56  0.0873
H: -3.19 6.85 1.74  0.1007
H: -1.65 8.57 2.47  0.0938
H: 0.80 8.11 2.50  0.1015
H: 1.65 5.90 1.80  0.1110
O: -0.16 1.55 2.17  -0.2677
H: -0.32 1.82 3.08  0.0595
H: -0.17 2.40 1.68  -0.0607
O: -2.68 1.90 -1.85  -0.1289
H: -3.41 2.21 -2.38  0.0539
H: -2.68 2.46 -1.04  -0.0315
O: 1.14 3.48 -1.47  -0.1579
H: 1.76 4.21 -1.59  0.0501
H: 0.73 3.68 -0.59  -0.0368